No. 1
# C5H6NOP

An isolated molecule of C5H6NOP at a distorted geometry (wB97M-V/def2-TZVPD, the Open Molecules 2025 dataset).

```
14
Properties=species:S:1:pos:R:3:forces:R:3:mulliken_charge:R:1
C 2.065 -1.065 0.303 -0.577 0.154 -0.330 0.395
C 0.884 1.232 -0.043 1.099 -1.437 -0.546 0.341
C -0.556 1.180 0.316 -0.443 1.898 0.915 -0.297
C -1.109 -0.251 0.309 -1.009 -0.003 -1.107 -0.492
C -0.664 -0.982 -0.929 1.843 2.093 -3.421 -0.886
N 2.523 -1.424 1.282 0.746 -0.771 1.391 -0.382
O 1.702 2.012 0.329 -0.076 0.536 0.025 -0.490
P 1.405 -0.301 -1.109 -2.893 0.106 -1.244 -0.088
H -0.488 1.585 1.381 -0.879 -0.032 -1.419 0.288
H -0.998 1.982 -0.466 0.270 -1.957 1.947 0.246
H -0.818 -0.929 1.102 0.532 0.675 0.757 0.311
H -2.206 -0.277 0.353 0.095 0.336 -0.008 0.334
H -0.522 -2.023 -0.820 -0.263 -1.136 0.066 0.445
H -1.217 -0.738 -2.008 1.554 -0.462 2.974 0.275
```
Forces are in eV/Å.

Results
**2S+1**: 1
**E_LUMO**: 0.00968 Ha
**Structure (SMILES)**: N#CP1CCCC1=O
**HOMO level**: -9.4 eV
**Kohn-Sham gap**: 9.709 eV
**Strongest force on any atom**: 4.4 eV Å⁻¹
**Energy above the lowest of the compared OMol25 structures with the same formula, charge and spin**: 0.997 eV

=====

No. 2
# C5H6O

An isolated molecule of C5H6O at a distorted geometry (wB97M-V/def2-TZVPD, the Open Molecules 2025 dataset).

```
12
Properties=species:S:1:pos:R:3:forces:R:3:mulliken_charge:R:1
C -1.809 0.986 -0.296 -0.117 0.039 0.002 -0.989
C -0.778 0.030 0.260 -0.132 0.137 0.210 0.763
O -0.921 -0.517 1.344 0.064 0.299 -0.220 -0.550
C 0.430 -0.166 -0.527 -0.630 0.423 -0.026 -0.424
C 1.567 -0.662 0.050 1.284 -0.490 0.276 -0.046
C 2.380 -0.610 1.130 -1.088 -0.239 -0.245 -0.406
H -2.818 0.646 -0.052 0.126 0.035 -0.007 0.304
H -1.709 1.141 -1.374 -0.008 -0.068 0.181 0.323
H -1.643 1.948 0.201 -0.080 -0.063 -0.077 0.247
H 0.425 -0.027 -1.605 -0.177 -0.127 0.184 0.279
H 2.029 -1.285 -0.727 0.743 -0.117 -0.007 0.260
H 2.846 -1.483 1.595 0.016 0.170 -0.269 0.238
```
Forces are in eV/Å.

Results
**2S+1**: 1
**E_LUMO (spin up / spin down)**: -0.02462 / -0.05309 Ha
**HOMO level (spin up / spin down)**: -8.6 / -8.9 eV
**Kohn-Sham gap (spin up / spin down)**: 7.929 / 7.455 eV
**Strongest force on any atom**: 1.4 eV Å⁻¹
**Energy above the lowest of the compared OMol25 structures with the same formula, charge and spin**: 4.420 eV

=====

No. 3
# C5H6O

An isolated molecule of C5H6O (wB97M-V/def2-TZVPD, the Open Molecules 2025 dataset).

```
12
Properties=species:S:1:pos:R:3:forces:R:3:mulliken_charge:R:1
C -2.573 -0.031 -0.103 0.052 -0.019 -0.023 -0.604
C -1.282 -0.026 0.273 0.049 -0.108 0.055 -0.043
C -0.202 0.023 -0.684 0.087 0.170 0.207 -0.708
C 1.050 0.534 -0.162 -0.397 0.080 0.010 0.321
C 2.166 -0.457 -0.061 0.137 -0.303 0.125 -0.358
O 2.184 0.526 -1.044 0.052 0.111 -0.095 -0.380
H -3.361 -0.119 0.642 0.088 0.243 -0.093 0.252
H -1.084 -0.076 1.351 0.057 -0.009 -0.131 0.276
H -2.886 0.083 -1.141 0.254 -0.182 0.156 0.307
H 1.099 1.355 0.562 -0.130 -0.155 -0.070 0.419
H 2.017 -1.482 -0.397 -0.040 0.185 -0.035 0.269
H 2.872 -0.331 0.764 -0.210 -0.011 -0.106 0.248
```
Forces are in eV/Å.

Results
**2S+1**: 1
**E_LUMO (spin up / spin down)**: -0.03097 / -0.03098 Ha
**HOMO level (spin up / spin down)**: -8.4 / -8.4 eV
**Kohn-Sham gap (spin up / spin down)**: 7.540 / 7.541 eV
**Strongest force on any atom**: 0.4 eV Å⁻¹
**Energy above the lowest of the compared OMol25 structures with the same formula, charge and spin**: 4.938 eV

=====

No. 4
# C5H6O

A structure of composition C5H6O (wB97M-V/def2-TZVPD, the Open Molecules 2025 dataset).

```
12
Properties=species:S:1:pos:R:3:forces:R:3:mulliken_charge:R:1
O 1.937 1.316 -0.093 -0.049 -0.134 -0.083 -0.563
C 1.033 0.418 0.073 -0.064 0.119 -0.028 0.582
C 0.599 -0.189 -1.170 -0.088 -0.355 0.072 -0.816
C -0.759 0.026 -0.481 -0.394 -0.053 -0.207 -0.067
C -0.947 -0.857 0.686 -0.033 -0.130 -0.002 -0.456
C -0.089 0.355 0.958 0.169 0.189 0.189 -0.462
H 1.690 0.968 -1.228 0.186 0.239 0.149 0.437
H 0.825 -1.223 -1.432 -0.035 0.142 0.034 0.175
H -1.529 0.708 -0.832 0.150 -0.097 0.075 0.346
H -0.475 -1.837 0.673 -0.041 0.172 -0.020 0.223
H -1.907 -0.825 1.198 0.140 0.037 -0.084 0.265
H -0.378 1.140 1.649 0.059 -0.130 -0.094 0.337
```
Forces are in eV/Å.

Results
**2S+1**: 1
**E_LUMO**: 0.03541 Ha
**HOMO level**: -8.4 eV
**Kohn-Sham gap**: 9.371 eV
**Strongest force on any atom**: 0.4 eV Å⁻¹
**Energy above the lowest of the compared OMol25 structures with the same formula, charge and spin**: 4.689 eV

=====

No. 5
# C5H6O

A structure of composition C5H6O (wB97M-V/def2-TZVPD, the Open Molecules 2025 dataset).

```
12
Properties=species:S:1:pos:R:3:forces:R:3:mulliken_charge:R:1
O 0.533 -1.027 -1.297 0.067 -0.212 0.029 -0.533
C 0.080 -0.415 -0.142 0.175 0.232 -0.008 0.996
C 0.035 1.101 -0.274 -0.109 0.201 -0.038 -0.836
C 1.043 0.447 0.625 0.106 -0.012 0.105 -0.570
C -0.799 -1.456 0.737 -0.502 0.296 -0.053 -1.154
C -1.737 -0.703 0.386 0.258 -0.244 0.090 0.152
H 0.822 -1.912 -1.031 -0.031 0.085 -0.117 0.400
H 0.380 1.469 -1.235 -0.045 -0.073 0.142 0.249
H -0.763 1.680 0.178 0.128 -0.129 -0.063 0.322
H 2.073 0.403 0.286 -0.160 -0.013 0.030 0.257
H 0.900 0.516 1.699 -0.005 -0.021 -0.174 0.264
H -2.568 -0.103 0.067 0.118 -0.110 0.056 0.452
```
Forces are in eV/Å.

Results
**2S+1**: 1
**E_LUMO**: 0.03866 Ha
**HOMO level**: -9.2 eV
**Kohn-Sham gap**: 10.241 eV
**Strongest force on any atom**: 0.6 eV Å⁻¹
**Energy above the lowest of the compared OMol25 structures with the same formula, charge and spin**: 4.905 eV

=====

No. 6
# C5H6O

An isolated molecule of C5H6O (wB97M-V/def2-TZVPD, the Open Molecules 2025 dataset).

```
12
Properties=species:S:1:pos:R:3:forces:R:3:mulliken_charge:R:1
C -1.628 0.415 -0.055 -0.032 -0.003 0.035 -1.067
C -1.014 -0.992 -0.235 0.022 -0.026 -0.005 -0.361
C 0.429 -0.845 -0.016 0.364 0.286 0.043 -0.048
C 1.533 -0.377 0.137 -0.573 0.025 -0.047 0.255
C 2.608 0.592 0.287 -0.071 0.184 -0.002 -0.131
O 2.361 1.777 0.325 0.240 -0.457 0.005 -0.426
H -1.745 0.641 1.009 -0.009 -0.035 -0.181 0.286
H -0.939 1.159 -0.467 -0.231 -0.082 -0.017 0.330
H -2.599 0.513 -0.551 0.130 -0.114 0.121 0.320
H -1.191 -1.378 -1.246 0.076 0.089 0.142 0.267
H -1.455 -1.720 0.457 0.116 0.131 -0.106 0.273
H 3.640 0.217 0.355 -0.032 0.003 0.011 0.304
```
Forces are in eV/Å.

Results
**2S+1**: 1
**E_LUMO**: 0.01255 Ha
**Structure (SMILES)**: CCC#CC=O
**HOMO level**: -10.2 eV
**Kohn-Sham gap**: 10.525 eV
**Strongest force on any atom**: 0.6 eV Å⁻¹
**Energy above the lowest of the compared OMol25 structures with the same formula, charge and spin**: 2.040 eV

=====

No. 7
# C5H6O

An isolated molecule of C5H6O at a distorted geometry (wB97M-V/def2-TZVPD, the Open Molecules 2025 dataset).

```
12
Properties=species:S:1:pos:R:3:forces:R:3:mulliken_charge:R:1
C 1.158 -0.706 0.213 0.160 -0.140 -0.135 -1.262
C 0.333 0.561 -0.107 -0.652 -0.277 0.229 0.353
C -0.272 0.705 -1.485 -0.672 -0.323 -0.449 -0.137
O -1.380 0.234 -1.606 0.367 0.250 -1.485 -0.408
C -0.949 0.271 0.603 0.643 0.354 1.742 -0.701
C -1.822 -0.197 1.289 1.143 0.542 0.309 0.021
H 1.144 -0.808 1.304 0.151 -0.014 -0.282 0.306
H 0.640 -1.576 -0.199 0.155 0.040 0.001 0.353
H 2.196 -0.688 -0.123 -0.114 0.138 -0.144 0.372
H 0.932 1.450 0.183 -0.812 -0.267 0.111 0.330
H 0.155 1.279 -2.317 0.508 -0.065 0.063 0.384
H -2.134 -0.525 2.246 -0.876 -0.237 0.041 0.390
```
Forces are in eV/Å.

Results
**2S+1**: 1
**E_LUMO**: 0.02606 Ha
**Structure (SMILES)**: C#C[C@@H](C)C=O
**HOMO level**: -9.6 eV
**Kohn-Sham gap**: 10.277 eV
**Strongest force on any atom**: 1.9 eV Å⁻¹
**Energy above the lowest of the compared OMol25 structures with the same formula, charge and spin**: 3.105 eV

=====

No. 8
# C5H6O

An isolated molecule of C5H6O (wB97M-V/def2-TZVPD, the Open Molecules 2025 dataset).

```
12
Properties=species:S:1:pos:R:3:forces:R:3:mulliken_charge:R:1
C -2.702 -0.124 0.059 -0.021 -0.007 -0.003 -1.188
C -1.251 0.098 0.071 0.685 0.106 -0.014 0.997
C -0.055 0.273 0.024 -0.546 -0.062 0.073 -0.625
C 1.358 0.489 -0.254 -0.046 0.247 0.239 -0.080
C 2.490 -0.304 0.237 0.122 -0.044 0.376 -0.370
O 1.963 -0.523 -1.056 0.056 0.005 -0.171 -0.402
H -2.988 -0.688 -0.836 0.092 0.084 0.140 0.276
H -3.044 -0.692 0.931 0.163 0.102 -0.105 0.293
H -3.251 0.824 0.040 0.172 -0.123 0.023 0.293
H 1.672 1.512 -0.438 -0.437 0.068 -0.583 0.302
H 2.333 -1.033 1.024 -0.017 -0.309 -0.297 0.263
H 3.475 0.168 0.196 -0.221 -0.069 0.323 0.243
```
Forces are in eV/Å.

Results
**2S+1**: 1
**E_LUMO**: 0.03765 Ha
**Structure (SMILES)**: CC#C[C@H]1CO1
**HOMO level**: -9.5 eV
**Kohn-Sham gap**: 10.513 eV
**Strongest force on any atom**: 0.7 eV Å⁻¹
**Energy above the lowest of the compared OMol25 structures with the same formula, charge and spin**: 2.791 eV